# 1
DFT (the ωB97M-V functional and the def2-TZVPD basis) results for a structure of composition C10H21NO6Zn in a non-equilibrium geometry.

Properties
* relative energy (zero: lowest compared OMol25 entry of this formula, charge and spin): 266.86 kcal/mol
* HOMO-LUMO gap: 0.1152 Eh
* E_HOMO: -0.3063 Ha

XYZ file:
```
39
Properties=species:S:1:pos:R:3:forces:R:3:nbo_charge:R:1
Zn -1.80036 -0.18929 0.82112 -0.32 -0.61 0.06 0.9178
C -6.31255 -3.19250 -1.36556 -0.24 0.19 -0.04 -0.6839
C -5.06816 -2.49051 -0.83667 4.12 0.88 0.92 0.7216
O -3.91427 -3.07131 -0.84415 -1.68 -0.69 -0.48 -0.5971
O -5.14660 -1.31981 -0.41582 -1.44 0.30 -0.05 -0.6578
H -6.88104 -2.38259 -1.82268 -0.19 -0.29 -0.07 0.2352
H -6.87318 -3.58085 -0.51529 0.04 0.07 0.03 0.2362
H -6.12827 -4.00800 -2.06493 0.27 0.22 0.12 0.2284
C -1.79732 -0.38273 6.68801 0.40 -1.10 -0.80 -0.7347
C -1.69876 -0.26341 5.13880 -0.28 -1.07 0.10 0.7501
O -1.86343 0.76516 4.50782 -0.17 1.61 -0.08 -0.6275
O -1.47644 -1.32459 4.43305 0.06 0.15 0.59 -0.5297
H -2.10224 -1.40760 6.89959 -0.26 -0.04 -0.01 0.2291
H -2.47395 0.29369 7.21025 0.12 0.24 -0.54 0.2362
H -0.80108 -0.34752 7.12887 0.09 0.41 -0.13 0.2325
C -1.25750 3.08997 -1.17552 1.61 -0.52 -1.01 -0.2426
O -0.37629 1.97466 -1.14842 -0.31 -1.77 0.13 -0.5717
C 0.47308 1.72691 -2.28601 -0.58 -0.37 1.36 -0.0682
C 1.25814 0.42538 -2.06422 0.11 0.41 -0.37 -0.2552
N 1.66853 0.19462 -0.63345 1.91 -0.49 -1.84 -0.5992
C 2.81114 -0.82908 -0.54324 -1.83 -1.01 -0.62 -0.2511
C 4.25541 -0.44200 -0.74582 0.47 2.15 -0.49 -0.0839
O 4.47959 0.40509 -1.96626 1.69 0.01 1.11 -0.5757
C 5.81511 1.13711 -2.04326 -1.00 -1.14 1.16 -0.2554
H -1.69034 3.15879 -0.17751 -0.03 0.33 -0.26 0.1939
H -1.98399 2.96866 -1.97900 -0.35 0.15 0.18 0.1768
H -0.54654 3.87188 -1.44242 -0.74 1.06 0.31 0.1755
H 1.14140 2.58206 -2.38674 0.18 0.15 0.00 0.1649
H -0.05085 1.57721 -3.23004 -0.45 0.33 -0.02 0.1822
H 2.06447 0.60238 -2.77597 0.83 -0.29 0.35 0.2022
H 0.76337 -0.41916 -2.54387 -0.48 -0.24 0.78 0.1938
H 2.21756 1.03160 -0.49878 -0.29 0.78 0.80 0.3497
H 2.57123 -1.68834 -1.16952 -0.27 0.14 -0.37 0.1920
H 2.73622 -1.25128 0.45887 0.23 0.13 0.19 0.2091
H 4.90750 -1.31344 -0.68685 -0.06 -0.19 -0.55 0.1908
H 4.47571 0.09891 0.17450 0.58 0.77 -0.17 0.1638
H 5.91075 1.75401 -2.93677 -0.74 -0.25 0.01 0.2018
H 6.69828 0.49946 -2.00436 -0.33 -0.79 -0.38 0.1764
H 5.99570 1.74650 -1.15774 -0.67 0.36 0.09 0.1739
```
Positions in Å, forces in eV/Å.


# 2
DFT (the ωB97M-V functional and the def2-TZVPD basis) results for a cluster of 2 separate species, C4H10N2P in total in a non-equilibrium geometry.

Properties
* relative energy (zero: lowest compared OMol25 entry of this formula, charge and spin): 105.26 kcal/mol
* HOMO-LUMO gap (alpha / beta): 0.2827 / 0.2825 Eh
* E_HOMO (alpha / beta): -0.4689 / -0.4688 Ha
* total charge: +1

XYZ file:
```
17
Properties=species:S:1:pos:R:3:forces:R:3:nbo_charge:R:1
C -3.03007 0.80116 0.46603 2.76 -3.79 0.66 -0.2883
C -1.88951 0.90086 -0.22367 -2.34 0.32 1.49 -0.0842
C 0.76591 0.50246 0.04079 -2.73 0.19 -2.38 0.3615
C 3.23886 0.11472 0.06134 0.53 -1.33 3.25 -0.4283
N -1.05974 -0.11445 -0.49643 5.95 -0.86 0.53 -0.6262
N 1.83458 -0.20622 -0.09684 -2.60 0.64 0.26 -0.4837
P -0.86707 -1.80584 -0.15645 -0.97 1.15 2.60 0.5366
H -3.76493 1.47403 0.51195 -2.41 2.90 -0.02 0.2152
H -3.20852 -0.10619 1.05166 -0.14 0.12 -0.42 0.1939
H -1.69291 1.83477 -0.63518 0.70 1.45 -1.24 0.2010
H 0.54635 1.61502 0.00767 1.32 -1.26 0.64 0.2410
H 3.53132 -0.17598 1.14751 -0.45 0.35 -1.81 0.2472
H 3.54824 1.10467 -0.05900 -0.34 1.76 -0.38 0.2465
H 3.79893 -0.48642 -0.59312 0.61 -0.89 -0.88 0.2427
H 1.61779 -1.21695 -0.23819 0.12 0.42 0.25 0.4448
H -2.13012 -1.98366 0.55478 0.94 -0.34 -0.48 0.0059
H -1.23909 -2.25197 -1.34287 -0.96 -0.84 -2.05 -0.0257
```
Positions in Å, forces in eV/Å.


# 3
DFT (the ωB97M-V functional and the def2-TZVPD basis) results for a cluster of 2 separate species, CH5OS2 in total in a non-equilibrium geometry.

Properties
* relative energy (zero: lowest compared OMol25 entry of this formula, charge and spin): 28.13 kcal/mol
* HOMO-LUMO gap: 0.2417 Eh
* E_HOMO: -0.1162 Ha
* total charge: -1

XYZ file:
```
9
Properties=species:S:1:pos:R:3:forces:R:3:nbo_charge:R:1
O 1.02829 0.22014 -0.61068 1.36 0.77 -0.26 -1.0117
H 0.88221 -0.79173 -0.59453 -0.39 -0.08 -0.02 0.5252
C -1.01132 1.24149 0.84395 1.91 0.63 0.48 -0.7777
S 0.38048 1.67638 -0.32385 -1.26 -1.42 0.35 0.4700
S 1.62251 -2.72576 -0.86455 -0.04 0.30 0.39 -0.9361
H -1.11347 0.16242 0.88182 -0.39 -0.03 -0.59 0.2398
H -0.63530 1.50090 1.84162 -0.41 0.16 -0.05 0.1975
H -1.87516 1.82953 0.58566 -0.51 -0.18 -0.03 0.2027
H 0.72176 -3.11337 -1.75945 -0.28 -0.14 -0.27 0.0903
```
Positions in Å, forces in eV/Å.


# 4
DFT (the ωB97M-V functional and the def2-TZVPD basis) results for a structure of composition C33H25BrClIIrN2OP.

Properties
* relative energy (zero: lowest compared OMol25 entry of this formula, charge and spin): 8.94 kcal/mol
* spin multiplicity: 5
* HOMO-LUMO gap (alpha / beta): 0.2787 / 0.2042 Eh
* E_HOMO (alpha / beta): -0.4734 / -0.5053 Ha
* total charge: +2

XYZ file:
```
66
Properties=species:S:1:pos:R:3:forces:R:3:lowdin_spin:R:1
Ir -0.52066 -0.63127 -0.19984 0.22 0.57 0.55 2.3451
O 1.62604 -0.82103 -0.08357 0.09 0.07 -0.06 0.3551
C 2.48920 -0.83624 0.83654 -0.07 0.01 0.04 0.1031
C 3.86852 -0.90163 0.44177 0.17 0.01 -0.12 0.1231
C 4.87263 -0.90605 1.35825 -0.03 -0.01 -0.05 -0.0029
C 4.55766 -0.85462 2.73008 0.07 -0.01 -0.02 0.2102
C 3.23838 -0.80504 3.15256 -0.29 0.00 -0.03 -0.0085
C 2.17675 -0.80160 2.25522 0.22 0.03 0.11 0.1493
C 0.81045 -0.76408 2.73470 -0.27 -0.07 0.04 0.0028
N -0.30955 -0.66675 2.01650 0.10 -0.01 -0.37 0.1508
C -1.36521 -0.65642 2.88236 -0.04 0.03 0.11 0.0311
C -0.89120 -0.75389 4.15717 -0.25 0.00 -0.09 0.0459
N 0.46356 -0.81820 4.04592 0.15 0.02 -0.09 0.0263
H 4.06174 -0.94549 -0.62243 -0.01 0.01 0.02 0.0036
H 5.90593 -0.94636 1.04294 0.00 -0.01 0.00 -0.0030
H 5.35345 -0.85504 3.46246 -0.02 0.00 0.01 0.0100
H 3.04822 -0.76184 4.21631 0.06 -0.01 0.01 -0.0036
H -2.38301 -0.58146 2.53909 0.01 0.00 0.02 0.0012
H -1.41041 -0.78522 5.09921 0.08 0.00 0.02 0.0026
H 1.09965 -0.90574 4.82030 0.00 -0.01 0.04 0.0011
Cl -2.99312 -0.42275 -0.90792 -0.26 -0.40 -0.12 0.0854
C -3.50162 1.19506 -0.48463 0.07 0.67 0.20 0.0069
C -4.84550 1.43141 -0.27769 -0.13 -0.26 -0.04 0.0034
C -5.25466 2.71044 0.07176 0.10 0.12 0.01 0.0068
C -4.32252 3.72678 0.21880 -0.04 0.02 0.00 0.0015
C -2.97580 3.47630 0.00348 0.00 -0.06 -0.06 0.0082
C -2.54518 2.20421 -0.36614 0.14 -0.23 -0.04 0.0119
P -0.79750 1.81381 -0.66122 -0.15 -0.25 -0.34 0.1025
C 0.12423 3.30572 -0.23064 0.07 -0.30 0.26 0.0175
C 0.54078 4.21516 -1.19878 -0.06 -0.04 -0.05 0.0072
C 1.19882 5.37109 -0.80726 0.05 0.08 0.03 0.0003
C 1.44511 5.61634 0.53668 -0.02 -0.02 -0.02 0.0047
C 1.03993 4.70327 1.50228 0.02 0.00 0.05 -0.0006
C 0.38564 3.54509 1.12012 -0.05 -0.07 -0.05 0.0055
C -0.60872 1.57075 -2.44752 0.10 0.04 0.08 0.0325
C 0.59614 0.98561 -2.85863 -0.11 0.05 0.05 0.0281
C 0.81833 0.73304 -4.20246 0.02 -0.02 -0.04 0.0014
C -0.15681 1.05962 -5.13511 0.01 -0.01 0.02 0.0109
C -1.35164 1.63946 -4.72778 -0.01 -0.01 -0.08 0.0065
C -1.58486 1.89441 -3.38531 -0.01 0.00 0.05 0.0071
H -5.57179 0.63601 -0.38408 0.05 -0.02 -0.01 0.0005
H -6.30503 2.91105 0.23108 -0.01 -0.04 0.00 0.0004
H -4.64379 4.72164 0.49568 0.00 -0.01 0.00 0.0000
H -2.25031 4.27055 0.11689 0.00 0.02 -0.02 0.0005
H 0.34965 4.02866 -2.24815 0.00 0.00 0.01 0.0004
H 1.52164 6.08733 -1.55074 -0.01 -0.02 -0.02 0.0001
H 1.95613 6.52193 0.83499 0.00 0.00 -0.01 0.0003
H 1.23918 4.89864 2.54759 -0.02 -0.01 0.00 -0.0001
H 0.06003 2.82238 1.86201 0.03 0.05 0.05 0.0008
H 1.35951 0.75328 -2.12205 0.04 -0.02 -0.07 0.0024
H 1.74854 0.28461 -4.52503 0.00 0.01 0.01 -0.0002
H 0.01583 0.86184 -6.18449 -0.01 0.01 0.00 0.0005
H -2.10052 1.89751 -5.46473 -0.02 0.00 0.03 0.0003
H -2.51994 2.34286 -3.07185 0.01 0.02 -0.01 0.0000
Br 2.18747 -3.97756 0.11894 0.01 -0.20 0.00 0.0037
C 1.07045 -5.48700 -0.10338 -0.11 0.09 -0.01 0.0019
C 1.60448 -6.75049 0.09835 0.09 -0.01 0.01 0.0000
C 0.80534 -7.87210 -0.05220 -0.11 0.04 -0.02 0.0014
C -0.52774 -7.73425 -0.40939 0.07 -0.06 0.02 0.0009
C -1.06824 -6.47493 -0.61533 -0.18 0.06 -0.09 0.0050
C -0.26539 -5.35855 -0.46058 0.28 0.33 0.09 0.0132
I -1.17988 -3.47118 -0.80427 -0.07 -0.23 -0.03 0.0766
H 2.64639 -6.85373 0.36797 -0.01 0.03 0.01 0.0000
H 1.22662 -8.85418 0.11099 0.01 0.00 -0.01 0.0001
H -1.15549 -8.60592 -0.53251 0.00 0.00 0.00 0.0001
H -2.10634 -6.37527 -0.90332 0.01 0.03 0.02 0.0009
```
Positions in Å, forces in eV/Å.


relative energy (zero: lowest compared OMol25 entry of this formula, charge and spin) of number 1 (C10H21NO6Zn)? 266.86 kcal/mol


The lowest relative energy (zero: lowest compared OMol25 entry of this formula, charge and spin) belongs to which entry? C33H25BrClIIrN2OP


Which value of relative energy (zero: lowest compared OMol25 entry of this formula, charge and spin) does entry 4 give? 8.94 kcal/mol